{"formula": "C13H15O2", "method": "wB97M-V/def2-TZVPD", "homo_lumo_gap_ev": [7.10, 7.16], "e_above_lowest_kcal_mol": 131.8, "charge": 1, "homo_energy_ev": [-11.31, -11.64], "elements": ["C", "C", "C", "C", "C", "C", "C", "C", "C", "C", "C", "C", "C", "O", "O", "H", "H", "H", "H", "H", "H", "H", "H", "H", "H", "H", "H", "H", "H", "H"], "coordinates": [[2.98963, -3.35875, -1.73159], [1.95673, -4.04431, -1.13980], [3.01927, -1.92368, -1.71322], [0.91908, -3.37391, -0.55906], [2.12689, -1.30572, -1.00505], [1.05754, -1.99400, -0.48562], [-1.77821, -0.79719, 1.48799], [0.06759, -1.21567, 0.19826], [-0.89753, 0.83945, 0.38709], [-0.21438, 2.71878, 1.61825], [-2.77506, 2.15050, 0.98902], [-1.20874, 3.03253, -0.80138], [-1.33982, 2.19202, 0.51332], [-0.83883, -1.60150, 1.09656], [0.01715, 0.14113, -0.08406], [3.85531, -3.94426, -2.14602], [2.05430, -5.14068, -1.11011], [3.88529, -1.52985, -2.24588], [0.22656, -3.96879, -0.03679], [2.11718, -0.22254, -0.90757], [-2.55299, -0.91085, 2.32358], [-0.63404, 2.67557, 2.64424], [0.58556, 2.00444, 1.55624], [0.25547, 3.66307, 1.35174], [-3.27434, 1.60678, 0.24460], [-3.32157, 3.07587, 0.99801], [-2.68669, 1.59372, 1.88688], [-2.05143, 2.67155, -1.32869], [-0.34169, 2.81911, -1.35914], [-1.21822, 4.14716, -0.64179]], "lowdin_charge": [-0.03, -0.07, -0.05, 0.01, -0.06, -0.15, 0.16, -0.15, 0.00, 0.05, -0.03, 0.00, -0.49, 0.07, 0.17, 0.13, 0.13, 0.13, 0.12, 0.14, 0.14, 0.10, 0.06, 0.09, 0.08, 0.11, 0.07, 0.07, 0.07, 0.12]}

---

{"formula": "C13H16BFN5OPtS3", "method": "wB97M-V/def2-TZVPD", "homo_lumo_gap_ev": [3.19, 5.90], "e_above_lowest_kcal_mol": 2.2, "multiplicity": 4, "charge": -2, "homo_energy_ev": [1.74, -0.99], "elements": ["Pt", "C", "N", "C", "C", "N", "B", "N", "C", "C", "N", "C", "C", "S", "C", "S", "H", "H", "H", "H", "H", "H", "H", "H", "H", "H", "H", "H", "O", "N", "C", "C", "C", "C", "C", "S", "H", "H", "H", "H", "F"], "coordinates": [[-0.01566, -0.83827, -0.16685], [-1.41849, 1.70033, 2.14735], [-0.01713, 1.99200, 1.95545], [0.92728, 2.18743, 2.93049], [2.10404, 2.37873, 2.29892], [1.89999, 2.30408, 0.94061], [3.05792, 2.58777, -0.07281], [2.82874, 1.85744, -1.42080], [2.66781, 2.47991, -2.63268], [2.27223, 1.56698, -3.54347], [2.18951, 0.36072, -2.88137], [1.65072, -0.87886, -3.38092], [2.51917, 0.55406, -1.57081], [2.55030, -0.68894, -0.41660], [0.58565, 2.04804, 0.73390], [-0.29547, 1.90467, -0.72629], [-1.62120, 1.63583, 3.21502], [-1.67553, 0.75570, 1.66589], [-2.02189, 2.48836, 1.69140], [0.68677, 2.10469, 3.97514], [3.08879, 2.53320, 2.70435], [4.09152, 2.21882, 0.43562], [3.08683, 3.78136, -0.31937], [2.81840, 3.53935, -2.73780], [2.01906, 1.67002, -4.58420], [1.40080, -0.76426, -4.43484], [0.76105, -1.16002, -2.81065], [2.38135, -1.67890, -3.25602], [-2.25124, -0.85610, -0.29340], [-2.73803, -2.03203, 0.17862], [-3.98074, -1.99201, 0.80994], [-4.52550, -3.12292, 1.35467], [-3.85321, -4.34650, 1.29157], [-2.58376, -4.35819, 0.62604], [-2.03903, -3.21449, 0.09637], [-0.49154, -3.20775, -0.71471], [-4.45743, -1.02423, 0.80926], [-5.49047, -3.04533, 1.84594], [-4.25049, -5.23793, 1.76045], [-2.01613, -5.27517, 0.54638], [0.15501, -0.92761, 1.95025]], "lowdin_spin": [1.32, 0.00, 0.00, 0.00, 0.00, 0.00, 0.00, 0.01, 0.00, 0.00, 0.01, 0.01, 0.02, 0.04, 0.01, 0.06, 0.00, 0.00, 0.00, 0.00, 0.00, 0.00, 0.00, 0.00, 0.00, 0.00, 0.01, 0.00, 0.18, 0.25, 0.17, 0.05, 0.24, 0.14, 0.06, 0.18, 0.02, 0.00, 0.02, 0.01, 0.15]}

---

{"formula": "C13H16Br2N2O2Rh", "method": "wB97M-V/def2-TZVPD", "homo_lumo_gap_ev": 5.59, "e_above_lowest_kcal_mol": 13.6, "charge": 3, "homo_energy_ev": -19.39, "elements": ["Rh", "O", "C", "C", "C", "N", "C", "Br", "C", "H", "H", "H", "H", "C", "C", "C", "C", "C", "Br", "N", "C", "H", "H", "H", "H", "H", "H", "C", "C", "O", "H", "H", "H", "H", "H", "H"], "coordinates": [[-0.21301, -0.50761, -0.11601], [-5.11954, -0.11673, 3.42136], [-3.97438, -0.29037, 2.82013], [-2.88586, -1.01352, 3.34210], [-1.72740, -1.12946, 2.61566], [-1.59565, -0.55264, 1.39978], [-2.66042, 0.10960, 0.93727], [-2.16376, 0.69497, -0.84090], [-3.85649, 0.30015, 1.53578], [-5.18564, -0.53594, 4.29499], [-2.94929, -1.48783, 4.31328], [-0.88417, -1.68920, 2.99934], [-4.68626, 0.84249, 1.10104], [3.43268, 0.85928, -4.19654], [2.44080, -0.08050, -3.57920], [2.12807, -1.31279, -4.15215], [1.20447, -2.18382, -3.56522], [0.64245, -1.73572, -2.40815], [-0.64681, -2.65384, -1.32007], [0.90684, -0.56901, -1.82246], [1.79486, 0.26177, -2.39210], [3.82453, 0.46006, -5.12821], [4.26960, 1.03505, -3.51911], [2.97257, 1.82636, -4.40420], [2.61020, -1.60980, -5.07594], [0.95802, -3.14236, -4.00184], [1.98320, 1.19896, -1.88491], [0.78441, 1.56689, 3.05826], [1.55013, 1.18661, 1.82204], [0.68557, 1.15304, 0.59993], [1.48644, 1.62491, 3.89132], [0.01295, 0.84378, 3.31515], [0.33168, 2.55544, 2.95628], [2.00744, 0.19728, 1.87117], [2.32915, 1.90900, 1.58023], [0.19261, 1.98550, 0.53191]], "lowdin_charge": [0.85, 0.20, -0.25, 0.07, -0.06, -0.16, -0.59, 1.11, 0.06, 0.17, 0.15, 0.15, 0.16, 0.00, -0.19, 0.08, 0.00, -0.63, 1.02, -0.15, -0.01, 0.10, 0.11, 0.11, 0.15, 0.15, 0.14, -0.04, -0.17, -0.23, 0.12, 0.06, 0.10, 0.13, 0.14, 0.12]}

---

{"formula": "C13H16BrNO4", "method": "wB97M-V/def2-TZVPD", "homo_lumo_gap_ev": 9.40, "smiles": "CCOC(=O)C1CCN(C(=O)c2ccc(Br)o2)CC1", "homo_energy_ev": -8.75, "elements": ["C", "C", "H", "H", "O", "C", "O", "C", "C", "H", "H", "C", "N", "C", "O", "C", "C", "C", "C", "O", "Br", "H", "H", "C", "C", "H", "H", "H", "H", "H", "H", "H", "H", "H", "H"], "coordinates": [[-0.06792, 2.69815, 1.15324], [0.88504, 2.71933, -0.03110], [1.85556, 3.12302, 0.27454], [0.47941, 3.30996, -0.85583], [1.09265, 1.41216, -0.58093], [2.03365, 0.66366, -0.00294], [2.69474, 1.02354, 0.93481], [2.25267, -0.68135, -0.69150], [1.12870, -1.11018, -1.64120], [1.53717, -1.74326, -2.42982], [0.69346, -0.22976, -2.11017], [0.05961, -1.89934, -0.86605], [0.02566, -1.47504, 0.50974], [-0.94414, -0.75714, 1.11071], [-0.91327, -0.46220, 2.29043], [-2.08508, -0.31528, 0.25409], [-2.14230, 0.45181, -0.88034], [-3.51045, 0.70264, -1.13245], [-4.17536, 0.07107, -0.12320], [-3.33454, -0.53685, 0.71957], [-5.99959, -0.08585, 0.22369], [-3.94103, 1.26651, -1.93326], [-1.31122, 0.81269, -1.44990], [1.20916, -1.83212, 1.27226], [2.45985, -1.74711, 0.39041], [2.66445, -2.70436, -0.09100], [3.31655, -1.48275, 1.00874], [1.27418, -1.13390, 2.10963], [1.09453, -2.84309, 1.68109], [-0.92321, -1.77685, -1.32009], [0.30804, -2.96661, -0.87461], [3.18286, -0.55999, -1.25811], [-0.16948, 3.70439, 1.54947], [-1.04736, 2.33432, 0.85405], [0.31699, 2.04976, 1.93605]], "lowdin_charge": [-0.05, -0.20, 0.12, 0.12, -0.02, -0.47, 0.13, -0.20, -0.11, 0.12, 0.10, -0.13, -0.04, -0.39, 0.09, -0.18, -0.02, -0.07, -0.77, 0.04, 0.81, 0.11, 0.11, -0.12, -0.12, 0.12, 0.12, 0.13, 0.13, 0.12, 0.13, 0.16, 0.08, 0.06, 0.08]}

---

{"formula": "C13H16F2N2OS2", "method": "wB97M-V/def2-TZVPD", "homo_lumo_gap_ev": 8.60, "e_above_lowest_kcal_mol": 0.0, "smiles": "O[C@@H]1CCCN(C(=S)Nc2ccc(SC(F)F)cc2)C1", "homo_energy_ev": -8.34, "elements": ["O", "H", "C", "C", "C", "C", "N", "C", "S", "N", "C", "C", "C", "C", "C", "C", "H", "H", "S", "C", "F", "F", "H", "H", "H", "H", "C", "H", "H", "H", "H", "H", "H", "H", "H", "H"], "coordinates": [[2.04799, 0.06142, -2.96473], [1.97752, 0.14922, -2.00742], [0.78808, -0.29266, -3.47557], [-0.25914, 0.80810, -3.25687], [-0.64851, 0.89841, -1.78343], [-1.10233, -0.46852, -1.27954], [-0.06381, -1.46387, -1.49092], [0.12858, -2.50080, -0.64121], [0.63628, -3.99801, -1.11943], [-0.14995, -2.31838, 0.69652], [0.12913, -1.21397, 1.49060], [1.01635, -0.21594, 1.08582], [1.24973, 0.87980, 1.89057], [0.60846, 0.98377, 3.11468], [-0.23172, -0.02848, 3.55615], [-0.47270, -1.11961, 2.74801], [-1.12730, -1.90961, 3.08448], [-0.69221, 0.03811, 4.53016], [0.89095, 2.42564, 4.13298], [-0.74523, 3.19318, 3.82425], [-0.91740, 4.25509, 4.61711], [-0.83972, 3.62578, 2.54972], [-1.55487, 2.46908, 4.00018], [1.93360, 1.65364, 1.57942], [1.54257, -0.32360, 0.15069], [-0.27956, -3.19175, 1.19115], [0.29121, -1.62248, -2.88776], [1.08342, -2.36989, -2.95958], [-0.57338, -1.97757, -3.46240], [-1.36616, -0.41789, -0.22419], [-1.99487, -0.77818, -1.84284], [-1.46190, 1.61308, -1.65432], [0.19424, 1.25320, -1.18732], [0.14809, 1.76007, -3.59908], [-1.14042, 0.57654, -3.85726], [0.95496, -0.43292, -4.54863]], "lowdin_charge": [-0.01, 0.07, -0.36, -0.14, -0.16, -0.14, -0.12, -0.82, 0.68, 0.04, -0.26, -0.02, -0.08, -0.55, -0.10, -0.01, 0.12, 0.11, 0.99, -0.68, 0.02, 0.02, 0.12, 0.11, 0.11, 0.12, -0.15, 0.08, 0.14, 0.12, 0.14, 0.12, 0.10, 0.12, 0.12, 0.15]}

---

{"formula": "C13H16N2", "method": "wB97M-V/def2-TZVPD", "homo_lumo_gap_ev": 8.41, "e_above_lowest_kcal_mol": 66.6, "smiles": "Cn1c2c(c3ccccc31)CCNCC2", "homo_energy_ev": -7.61, "elements": ["C", "C", "C", "C", "C", "C", "C", "C", "C", "C", "C", "C", "C", "H", "H", "H", "H", "H", "H", "H", "H", "H", "H", "H", "H", "H", "H", "H", "H", "N", "N"], "coordinates": [[-0.81547, 2.75093, -0.14061], [0.59541, 0.67092, -0.27238], [1.85416, 1.42676, -0.27807], [2.83701, 0.67975, 0.70213], [2.65940, -1.61582, -0.31078], [1.14764, -1.79348, -0.64021], [0.25064, -0.64842, -0.41615], [-1.17392, -0.84576, -0.07727], [-2.03759, -1.93986, 0.19563], [-3.33777, -1.64919, 0.21805], [-3.96469, -0.29683, 0.16399], [-3.02554, 0.77588, 0.12646], [-1.64959, 0.49360, -0.04352], [-0.46248, 3.26113, 0.78614], [-0.19594, 3.40465, -0.92584], [-1.86294, 3.08932, -0.32854], [1.86534, 2.45292, -0.12179], [2.25516, 1.23991, -1.30847], [3.89419, 0.83039, 0.27360], [2.59158, 1.28437, 1.63684], [2.42516, -1.27708, 1.62695], [3.08897, -2.65705, 0.04282], [3.19273, -1.44522, -1.20810], [1.01836, -2.18549, -1.68197], [0.85465, -2.87139, -0.09290], [-1.76962, -2.95167, 0.23130], [-4.03689, -2.37835, 0.51018], [-5.03306, -0.12648, 0.35829], [-3.40351, 1.74480, 0.22358], [-0.63178, 1.36183, -0.09161], [2.87036, -0.78509, 0.84223]], "lowdin_charge": [-0.07, -0.15, -0.12, -0.19, -0.25, -0.15, -0.14, -0.07, -0.05, -0.11, -0.03, -0.02, -0.20, 0.09, 0.13, 0.09, 0.08, 0.13, 0.13, 0.13, 0.12, 0.14, 0.09, 0.11, 0.16, 0.09, 0.07, 0.09, 0.07, -0.08, -0.10]}

---

Number 1: maximum force 7.11 eV/A. Number 2: maximum force 0.81 eV/A. Number 3: maximum force 0.42 eV/A. Number 4: maximum force 1.08 eV/A. Number 5: maximum force 0.85 eV/A. Number 6: maximum force 5.33 eV/A.